No. 1
A structure of composition C4H6BeO3. Source: OMol25; level of theory: the ωB97M-V functional and the def2-TZVPD basis.

Cartesian coordinates (Å):
H (2.723838, -1.687565, 0.832537)
O (0.653236, -0.521663, 0.085099)
C (-0.401954, 0.369867, -0.013743)
O (-0.228344, 1.575466, -0.018602)
Be (1.351562, 1.722121, 0.033597)
O (-1.486076, -0.284053, -0.068780)
C (-2.748982, 0.423521, -0.014471)
H (-2.770489, 1.052016, 0.881445)
H (-2.855572, 1.021419, -0.925304)
H (-3.506427, -0.360316, 0.035123)
C (1.865259, -0.025536, 0.033138)
C (2.891936, -1.036418, -0.047115)
H (2.926685, -1.596783, -0.987498)
H (3.767620, -0.369012, 0.231589)

Forces on the atoms, in the same order (eV/Å):
H -0.05 -0.34 -0.41
O -0.12 -0.42 -0.36
C -2.83 -4.00 0.22
O 2.14 2.53 0.05
Be -0.29 -0.04 -0.05
O 2.12 0.58 0.23
C -1.39 0.66 -0.12
H 0.04 -0.17 -0.18
H 0.00 -0.15 0.20
H 0.21 0.18 -0.03
C -1.31 0.12 -0.65
C 1.40 2.63 2.07
H 0.10 0.05 0.00
H -0.04 -1.63 -0.97

Summary:
- HOMO level: -21.47 eV
- Multiplicity: 1
- Charge: +2
- Relative energy (zero: lowest compared OMol25 entry of this formula, charge and spin): 0.0 kJ/mol
- Molar mass: 111.10 g mol⁻¹

No. 2
An isolated molecule of C4H6Br2O. Source: OMol25; level of theory: the ωB97M-V functional and the def2-TZVPD basis.

Cartesian coordinates (Å):
C (-0.974384, 2.140743, -0.070162)
C (-0.778333, 0.691723, 0.015985)
Br (-2.183778, -0.476284, 0.313877)
C (0.683514, -0.325666, 0.282651)
Br (2.258752, 0.561907, 0.314565)
C (0.431402, -1.752528, 0.085986)
O (1.611679, -2.436960, -0.076566)
H (-0.083870, 2.353163, -0.702241)
H (-0.922049, 2.641279, 0.935610)
H (-1.948823, 2.463224, -0.693645)
H (-0.230170, -1.829226, -0.773803)
H (-0.127950, -2.163727, 0.997254)
H (2.264016, -1.867642, -0.629514)

Forces on the atoms, in the same order (eV/Å):
C -0.30 0.74 -1.20
C 4.47 -4.80 1.36
Br -1.27 0.15 -0.01
C -6.62 5.48 -0.98
Br 1.02 0.26 -0.04
C -0.45 -0.31 1.21
O 2.67 0.21 -1.43
H -0.46 1.00 0.50
H -0.12 -0.21 -1.05
H 2.17 -0.91 1.62
H -0.22 -0.37 -0.17
H 0.80 0.26 -1.16
H -1.68 -1.49 1.36

Summary:
- HOMO level (alpha / beta): -7.96 / -7.96 eV
- Multiplicity: 1
- Relative energy (zero: lowest compared OMol25 entry of this formula, charge and spin): 427.2 kJ/mol
- Molar mass: 229.90 g mol⁻¹

No. 3
A cluster of 3 separate species, C4H6BrCl in total. Source: OMol25; level of theory: the ωB97M-V functional and the def2-TZVPD basis.

Cartesian coordinates (Å):
C (2.574101, 2.159229, 1.398644)
C (1.436102, 2.162982, 1.769717)
Br (-0.300023, 2.273667, 1.904512)
H (3.590298, 1.904095, 1.416005)
C (-0.719766, -0.259574, -0.871008)
C (-0.065901, -0.972386, -1.720503)
H (-1.766627, -0.137008, -0.933151)
H (-0.167414, 0.281863, -0.005289)
H (1.022931, -1.277036, -1.537326)
H (-0.420873, -1.157465, -2.683897)
Cl (-3.021928, -3.023747, 0.506970)
H (-2.160899, -1.954620, 0.755328)

Forces on the atoms, in the same order (eV/Å):
C 0.09 -0.48 0.75
C 0.70 0.21 -0.72
Br -1.61 0.22 0.45
H 0.80 0.15 -0.38
C 0.86 1.99 3.40
C 3.81 -1.00 -0.28
H -0.99 0.72 -0.36
H -1.21 -1.51 -1.26
H -1.56 0.80 -0.39
H -0.92 -1.09 -1.19
Cl 1.63 2.07 0.51
H -1.60 -2.09 -0.54

Summary:
- HOMO level: -10.11 eV
- Multiplicity: 1
- Relative energy (zero: lowest compared OMol25 entry of this formula, charge and spin): 375.3 kJ/mol
- Molar mass: 169.45 g mol⁻¹

No. 4
A cluster of 2 separate species, C4H6BrCl in total. Source: OMol25; level of theory: the ωB97M-V functional and the def2-TZVPD basis.

Cartesian coordinates (Å):
C (1.356325, 1.652827, -1.774574)
C (1.284075, 0.672347, -0.835387)
C (-1.118357, -0.807919, -1.722425)
C (-0.673230, -0.522347, -0.314138)
Cl (-1.542196, 0.545843, 0.737372)
Br (2.508789, 0.035482, 0.366727)
H (2.296817, 2.030556, -2.241683)
H (0.482371, 2.091648, -2.300461)
H (-0.551388, -1.729448, -2.102911)
H (-1.095064, 0.170024, -2.201501)
H (-2.222841, -1.115117, -1.827346)
H (0.019371, -1.341553, -0.006946)

Forces on the atoms, in the same order (eV/Å):
C 0.14 -1.24 0.36
C 1.65 3.98 -2.16
C -1.63 -0.74 0.76
C -1.74 -3.22 -0.15
Cl 0.86 -0.76 -0.68
Br 0.20 -0.20 -0.07
H -0.40 -0.45 0.76
H 0.30 -0.67 0.72
H -0.41 1.98 0.04
H 0.48 -0.36 -1.12
H 1.29 0.37 0.49
H -0.76 1.32 1.06

Summary:
- HOMO level (alpha / beta): -6.60 / -9.54 eV
- Multiplicity: 3
- Relative energy (zero: lowest compared OMol25 entry of this formula, charge and spin): 9.6 kJ/mol
- Expectation value of S²: 2.017
- Molar mass: 169.45 g mol⁻¹

No. 5
An isolated molecule of C4H6BrClN2O3. Source: OMol25; level of theory: the ωB97M-V functional and the def2-TZVPD basis.

Cartesian coordinates (Å):
N (-1.340347, 0.661198, 1.009329)
C (-0.064180, 0.814818, 0.291402)
C (0.621024, -0.524838, -0.103989)
C (-0.147797, -1.065924, -1.263664)
O (-0.942753, -0.493088, -1.903347)
N (0.224593, -2.402330, -1.729979)
Cl (1.146316, -3.413610, -0.669701)
Br (-0.843668, -3.187369, -2.951322)
C (0.884357, 1.749680, 1.108123)
O (2.086341, 1.643896, 1.253959)
O (0.301892, 2.773395, 1.765454)
H (-1.202342, -0.066202, 1.732424)
H (-2.015422, 0.459502, 0.253339)
H (-0.329228, 1.589276, -0.544694)
H (0.610470, -1.081776, 0.783058)
H (1.688081, -0.234128, -0.460523)
H (-0.677336, 2.777501, 1.430132)

Forces on the atoms, in the same order (eV/Å):
N 0.69 -0.13 -0.72
C 0.08 2.49 -0.23
C 1.04 3.62 -1.63
C 1.91 -3.33 0.17
O -1.94 1.63 -1.14
N 0.89 1.51 1.74
Cl -0.48 0.24 -0.49
Br -0.48 -0.57 -0.51
C 1.60 -0.13 1.37
O -1.11 -0.72 -0.88
O -3.07 -0.29 -1.78
H -0.85 0.42 -0.79
H 0.13 -0.46 1.25
H 0.63 -1.98 0.66
H 0.40 -1.30 0.93
H -1.58 -0.95 0.78
H 2.12 -0.04 1.28

Summary:
- HOMO level: -9.73 eV
- Multiplicity: 1
- Relative energy (zero: lowest compared OMol25 entry of this formula, charge and spin): 0.0 kJ/mol
- Molar mass: 245.46 g mol⁻¹

No. 6
A structure of composition C4H6BrN. Source: OMol25; level of theory: the ωB97M-V functional and the def2-TZVPD basis.

Cartesian coordinates (Å):
C (0.624514, 1.550635, 0.335034)
C (1.005349, 0.118635, 0.494769)
C (-0.116759, -0.071870, -0.561358)
C (-1.295610, -0.940956, -0.184035)
N (-0.350005, 1.386306, -0.471409)
Br (2.821718, -0.402371, 0.004064)
H (1.007542, 2.467123, 0.747330)
H (0.803982, -0.319187, 1.472614)
H (0.264247, -0.331356, -1.551168)
H (-1.676563, -0.661584, 0.795962)
H (-0.998562, -1.987127, -0.168235)
H (-2.089853, -0.808253, -0.913564)

Forces on the atoms, in the same order (eV/Å):
C 0.06 -0.41 -0.22
C 0.28 -0.36 0.10
C 0.11 -0.38 0.09
C 0.20 0.23 -0.08
N -0.40 0.63 -0.14
Br -0.22 0.09 0.07
H 0.04 0.31 0.13
H 0.05 0.00 -0.10
H 0.07 0.02 0.10
H -0.06 0.00 0.10
H -0.01 -0.10 0.01
H -0.12 -0.04 -0.05

Summary:
- HOMO level: -9.91 eV
- Multiplicity: 1
- Relative energy (zero: lowest compared OMol25 entry of this formula, charge and spin): 34.8 kJ/mol
- Molar mass: 148.00 g mol⁻¹

No. 7
A structure of composition C4H6BrN2. Source: OMol25; level of theory: the ωB97M-V functional and the def2-TZVPD basis.

Cartesian coordinates (Å):
C (0.393435, -0.832873, -1.481047)
C (1.744736, 0.488648, -0.144024)
C (-0.406760, 0.145308, 0.896933)
C (-0.489163, -1.378796, -0.422707)
N (1.510982, -0.299945, -1.150181)
N (0.689559, 0.954189, 0.539509)
Br (0.056743, -2.780201, 0.772466)
H (0.016486, -0.772452, -2.522588)
H (2.575640, 1.128465, -0.009887)
H (-1.341473, 0.568302, 1.044400)
H (-0.173565, -0.587578, 1.746036)
H (-1.542935, -1.667890, -0.888079)
H (0.659857, 1.943349, 0.535701)

Forces on the atoms, in the same order (eV/Å):
C -0.85 -1.04 1.70
C -1.62 0.43 -0.41
C 2.10 -3.34 -0.57
C -2.04 0.77 -0.65
N 1.04 0.06 -0.95
N -0.94 -1.15 0.75
Br 0.20 -0.05 -0.67
H 0.45 0.01 0.63
H 1.59 -0.27 -0.31
H -1.52 1.29 -0.15
H -0.14 1.30 -1.37
H 2.16 0.80 1.34
H -0.43 1.19 0.65

Summary:
- HOMO level: -14.52 eV
- Multiplicity: 1
- Charge: +1
- Relative energy (zero: lowest compared OMol25 entry of this formula, charge and spin): 299.3 kJ/mol
- Molar mass: 162.01 g mol⁻¹

No. 8
An isolated molecule of C4H6BrNO. Source: OMol25; level of theory: the ωB97M-V functional and the def2-TZVPD basis.

Cartesian coordinates (Å):
C (-1.682816, 0.478358, 0.017840)
C (-2.380224, -0.664374, 0.187865)
C (0.928065, -0.292902, -0.296170)
C (2.367257, -0.000749, -0.102746)
N (0.003131, 0.313672, 0.380969)
O (-1.859028, 1.609178, -0.396136)
Br (-4.220419, -0.341995, -0.185987)
H (-2.227001, -1.474457, 0.764550)
H (0.748198, -1.034075, -1.073758)
H (2.780239, -0.014354, -1.033852)
H (2.816899, -0.641363, 0.499284)
H (2.619604, 1.059829, 0.135830)
H (0.106100, 1.003238, 1.102310)

Forces on the atoms, in the same order (eV/Å):
C 0.30 0.50 -0.84
C -0.87 2.94 -1.53
C -0.82 1.89 1.99
C -2.26 4.36 -0.98
N -0.76 -2.17 -1.87
O 0.58 -0.81 0.53
Br -0.27 -0.35 -0.02
H 1.02 -2.42 1.59
H -0.96 0.17 0.28
H 1.45 -0.81 -2.75
H 2.12 -2.94 2.79
H -0.71 -0.74 0.72
H 1.18 0.38 0.10

Summary:
- HOMO level: -7.50 eV
- Multiplicity: 1
- Relative energy (zero: lowest compared OMol25 entry of this formula, charge and spin): 241.5 kJ/mol
- Molar mass: 164.00 g mol⁻¹

No. 9
An isolated molecule of C4H6BrNO2S2. Source: OMol25; level of theory: the ωB97M-V functional and the def2-TZVPD basis.

Cartesian coordinates (Å):
C (-1.894113, -1.098220, -0.753747)
S (-0.288866, -1.344902, 0.029346)
O (-0.492916, -1.890527, 1.341824)
O (0.464398, -2.129519, -0.876415)
N (0.303890, 0.226601, 0.067342)
C (0.134992, 1.003000, 1.150074)
C (0.666833, 2.238867, 1.053946)
S (1.500834, 2.331361, -0.561358)
C (1.367186, 0.607036, -0.805191)
Br (3.064542, -0.396820, -0.023340)
H (-2.525808, -1.968522, -0.423742)
H (-2.368269, -0.184512, -0.210055)
H (-1.803491, -0.964074, -1.904985)
H (-0.454651, 0.547591, 1.893735)
H (0.814672, 2.888986, 1.839108)
H (1.510773, 0.133647, -1.816538)

Forces on the atoms, in the same order (eV/Å):
C -1.05 1.17 0.56
S -1.77 -1.47 -0.37
O -0.02 1.28 -0.02
O 0.97 0.18 -0.86
N 0.35 -2.09 -2.43
C 0.18 2.31 0.56
C 0.21 -2.85 -2.19
S -0.22 0.90 0.59
C 1.05 -1.24 0.40
Br 0.23 0.27 0.01
H 0.76 0.64 -0.72
H 0.77 -1.38 -1.27
H -0.12 -0.24 2.25
H -0.38 -0.04 1.23
H 0.13 1.58 1.16
H -1.07 0.97 1.08

Summary:
- HOMO level: -8.60 eV
- Multiplicity: 1
- Relative energy (zero: lowest compared OMol25 entry of this formula, charge and spin): 0.0 kJ/mol
- Molar mass: 244.14 g mol⁻¹

No. 10
The ion C4H6BrO5 with charge -1. Source: OMol25; level of theory: the ωB97M-V functional and the def2-TZVPD basis.

Cartesian coordinates (Å):
O (-0.150170, 3.179208, -0.347358)
C (0.490514, 2.221733, -0.777467)
O (0.644348, 1.669512, -1.892198)
C (1.066647, 1.359092, 0.424394)
O (0.646279, 1.739462, 1.697154)
Br (2.958071, 1.448722, 0.310445)
C (0.656722, -0.202619, 0.097767)
O (1.305751, -0.616393, -1.069000)
C (-0.797456, -0.500708, -0.099036)
O (-0.937495, -1.943827, -0.363421)
H (0.516418, 2.706015, 1.674585)
H (1.037367, -1.008727, 0.889785)
H (1.260245, 0.066375, -1.750689)
H (-1.361723, -0.293573, 0.840157)
H (-1.196226, 0.226248, -0.867736)
H (-0.171019, -2.182046, -0.862188)

Forces on the atoms, in the same order (eV/Å):
O -0.17 1.01 -0.79
C -0.21 -1.58 1.31
O -0.20 1.44 -0.26
C -1.74 -2.17 -0.27
O 0.03 -0.14 -0.45
Br 1.78 0.14 0.12
C 1.75 -0.42 1.44
O 0.88 -1.58 -0.04
C -1.25 0.32 0.75
O -1.13 1.89 0.65
H -0.18 -0.31 -0.43
H -0.57 2.16 -1.02
H -0.44 0.87 0.05
H 0.32 -0.28 -0.60
H 0.20 -1.32 0.26
H 0.93 -0.04 -0.73

Summary:
- HOMO level: -5.07 eV
- Multiplicity: 1
- Charge: -1
- Relative energy (zero: lowest compared OMol25 entry of this formula, charge and spin): 0.0 kJ/mol
- Molar mass: 213.99 g mol⁻¹

No. 11
A structure of composition C4H6CdO7. Source: OMol25; level of theory: the ωB97M-V functional and the def2-TZVPD basis.

Cartesian coordinates (Å):
O (1.404131, -0.347161, -0.354628)
C (0.351722, 0.308552, 0.235147)
C (-0.900453, -0.558581, 0.296722)
O (-0.615626, -1.743361, 1.042713)
C (-0.126129, -1.503759, 2.241504)
O (0.626367, -0.546803, 2.400778)
O (-0.237249, -2.545940, 3.017332)
H (2.254407, 0.000403, -0.059054)
H (0.495964, 1.105259, 0.969702)
H (-1.195327, -0.907725, -0.698726)
H (-1.713616, -0.012266, 0.783582)
H (0.577262, -2.697429, 3.518068)
O (-1.398445, 1.018177, -2.702799)
C (-0.218732, 1.365804, -2.265244)
O (0.010801, 1.514944, -0.994537)
O (0.654349, 1.709546, -3.071630)
Cd (2.039248, 2.990811, -2.405820)
H (-2.008676, 0.849531, -1.953110)

Forces on the atoms, in the same order (eV/Å):
O -1.47 0.57 1.34
C 1.16 0.22 -2.06
C 0.41 0.00 0.12
O -2.02 -0.01 -0.71
C 3.65 0.49 -0.45
O -1.23 -0.50 0.93
O -0.53 -0.66 0.20
H 0.00 0.11 0.13
H 0.21 -0.64 -0.34
H 0.18 0.08 0.24
H 0.10 0.04 -0.18
H -0.16 0.41 0.32
O -0.46 -0.58 0.32
C 0.23 0.61 1.15
O -0.68 -0.34 0.51
O -1.43 -1.42 -1.67
Cd 1.68 1.42 0.66
H 0.39 0.19 -0.52

Summary:
- HOMO level (alpha / beta): -12.45 / -14.66 eV
- Multiplicity: 2
- Charge: +1
- Expectation value of S²: 0.751
- Molar mass: 278.50 g mol⁻¹

No. 12
An isolated molecule of C4H6Cl2N2O2. Source: OMol25; level of theory: the ωB97M-V functional and the def2-TZVPD basis.

Cartesian coordinates (Å):
C (-1.088618, 1.590701, 0.187889)
C (-0.566831, 0.207204, 0.305340)
N (-1.258482, -0.656133, 1.011535)
O (-2.285648, -0.494029, 1.670601)
C (0.613950, -0.275491, -0.280763)
C (1.081853, -1.751632, -0.086769)
N (1.343757, 0.547206, -1.096906)
Cl (2.892794, -0.102967, -1.764655)
O (1.259931, 1.768336, -1.099018)
Cl (2.577917, 2.711313, 0.036264)
H (-0.623083, 2.260081, 0.854137)
H (-2.053173, 1.545475, 0.582018)
H (-0.845489, 1.956453, -0.812728)
H (1.659240, -2.019343, -0.903748)
H (1.679926, -1.814064, 0.699431)
H (0.172194, -2.439133, 0.004955)

Forces on the atoms, in the same order (eV/Å):
C 1.48 -0.38 -0.79
C 1.25 2.70 -1.45
N -0.29 -4.74 2.26
O 0.60 1.48 -1.17
C -1.02 -2.09 1.20
C -5.08 1.21 -2.54
N 1.37 -1.75 0.03
Cl -0.98 0.53 0.17
O -0.04 1.51 -1.07
Cl 0.15 0.15 0.59
H 1.10 0.86 0.83
H -2.11 0.15 -0.34
H -1.05 0.19 0.14
H 0.81 -0.72 -1.69
H 2.39 -0.25 3.82
H 1.43 1.14 0.02

Summary:
- HOMO level (alpha / beta): -8.85 / -8.46 eV
- Multiplicity: 1
- Relative energy (zero: lowest compared OMol25 entry of this formula, charge and spin): 723.5 kJ/mol
- Molar mass: 185.01 g mol⁻¹

> What is the multiplicity in the fifth record?

1

> What is the formula in the eighth record?

C4H6BrNO

> The highest molar mass belongs to which entry?

C4H6CdO7

Repeat the sixth record exactly.
A structure of composition C4H6BrN. Source: OMol25; level of theory: the ωB97M-V functional and the def2-TZVPD basis.

Cartesian coordinates (Å):
C (0.624514, 1.550635, 0.335034)
C (1.005349, 0.118635, 0.494769)
C (-0.116759, -0.071870, -0.561358)
C (-1.295610, -0.940956, -0.184035)
N (-0.350005, 1.386306, -0.471409)
Br (2.821718, -0.402371, 0.004064)
H (1.007542, 2.467123, 0.747330)
H (0.803982, -0.319187, 1.472614)
H (0.264247, -0.331356, -1.551168)
H (-1.676563, -0.661584, 0.795962)
H (-0.998562, -1.987127, -0.168235)
H (-2.089853, -0.808253, -0.913564)

Forces on the atoms, in the same order (eV/Å):
C 0.06 -0.41 -0.22
C 0.28 -0.36 0.10
C 0.11 -0.38 0.09
C 0.20 0.23 -0.08
N -0.40 0.63 -0.14
Br -0.22 0.09 0.07
H 0.04 0.31 0.13
H 0.05 0.00 -0.10
H 0.07 0.02 0.10
H -0.06 0.00 0.10
H -0.01 -0.10 0.01
H -0.12 -0.04 -0.05

Summary:
- HOMO level: -9.91 eV
- Multiplicity: 1
- Relative energy (zero: lowest compared OMol25 entry of this formula, charge and spin): 34.8 kJ/mol
- Molar mass: 148.00 g mol⁻¹